C2H5ClNO2S | the ωB97M-V functional and the def2-TZVPD basis

Geometry (Å):
C  -0.51  1.14  0.48
C  -1.41  0.18  -0.39
N  -0.59  -0.62  -1.25
O  2.82  0.17  -0.30
O  3.35  -1.96  0.71
S  2.35  -1.18  -0.05
Cl  -0.67  -2.32  -0.84
H  -0.16  2.05  -0.06
H  -1.22  1.64  1.15
H  0.25  0.47  0.90
H  -1.90  -0.27  0.50
H  -2.30  0.71  -0.84

Lowest unoccupied orbital energy (spin up / spin down) in eV: 2.5 / 2.5
DFT total energy in Ha: -1142.75434
Highest occupied orbital energy (spin up / spin down) in eV: -2.22 / -2.23
Net charge: -1
Max |F| in Eh/bohr: 0.0490
Relative energy (zero: lowest compared OMol25 entry of this formula, charge and spin) in eV: 3.5195